--- w ---
ORCA calculation (wB97M-V/def2-TZVPD) on an isolated molecule of C3H4S2.

The geometry in XYZ format:
```
9
C3H4S2, DFT wB97M-V/def2-TZVPD
C -0.77967 1.20555 -0.06291
C 0.57186 1.27360 0.14918
S 1.57034 -0.20245 -0.08083
C 0.06998 -1.23260 0.09976
S -1.50558 -0.30894 -0.02829
H -1.21496 2.23112 -0.14874
H 0.95665 2.32732 0.27228
H -0.00325 -2.11717 -0.60529
H 0.05230 -1.73829 1.11150
```

As for the orbital gap: 8.3 eV. Its HOMO energy is -7.54 eV. The LUMO energy comes out at 0.7 eV.

--- x ---
ORCA calculation (wB97M-V/def2-TZVPD) on an isolated molecule of C3H4S2.

The geometry in XYZ format:
```
9
C3H4S2, DFT wB97M-V/def2-TZVPD
C -1.76293 -0.10318 0.15810
C 1.11323 0.24287 -0.22630
C -1.07572 -1.29834 0.04185
S -3.37477 -0.01712 -0.05680
S 0.66082 -1.32481 0.06809
H -1.24661 0.78024 0.52482
H 0.55578 1.22453 -0.42120
H 2.13026 0.55784 0.05710
H -1.73549 -2.02935 -0.19140
```

As for the orbital gap (alpha / beta): 7.5 / 6.5 eV. Its HOMO energy (alpha / beta) is -8.36 / -8.10 eV. The LUMO energy (alpha / beta) comes out at -0.9 / -1.6 eV.

The structure with the most favorable energy is w; the runner-up is 45.9 kcal/mol above it.

--- w ---
ORCA calculation (wB97M-V/def2-TZVPD) on an isolated molecule of C3H4S2.

The geometry in XYZ format:
```
9
C3H4S2, DFT wB97M-V/def2-TZVPD
C 0.21982 0.67209 0.64962
C 0.64888 -0.16208 -0.53026
C -1.26808 0.04228 -1.24664
S -1.58979 0.79524 0.36712
S 0.17310 0.60301 -2.06592
H 0.40699 0.20495 1.61274
H 0.66623 1.66628 0.61487
H 0.88338 -1.20323 -0.46869
H -1.87856 -0.75830 -1.61092
```

As for the orbital gap: 7.8 eV. Its HOMO energy is -7.92 eV. The LUMO energy comes out at -0.1 eV.

--- x ---
ORCA calculation (wB97M-V/def2-TZVPD) on a structure of composition C3H4S2.

The geometry in XYZ format:
```
9
C3H4S2, DFT wB97M-V/def2-TZVPD
C 1.21741 -0.03846 0.40037
C -1.19441 -0.25873 0.06886
C 0.09821 0.16690 -0.44026
S 2.79658 0.10953 -0.09484
S -1.06788 1.52406 -0.05245
H 1.05006 -0.01844 1.55802
H -1.93376 -0.78694 -0.55494
H -1.19863 -0.87601 0.92306
H 0.23242 0.17808 -1.80783
```

As for the orbital gap: 8.1 eV. Its HOMO energy is -8.94 eV. The LUMO energy comes out at -0.9 eV.

The structure with the most favorable energy is x; the runner-up is 8.7 kcal/mol above it.

--- w ---
ORCA calculation (wB97M-V/def2-TZVPD) on a cluster of 2 separate species, C4H8N2O3 in total.

The geometry in XYZ format:
```
17
C4H8N2O3, DFT wB97M-V/def2-TZVPD
C 2.38856 0.62388 0.49922
C -1.72145 -1.25603 -0.43721
C -1.30216 -0.57012 0.90560
C -0.77629 0.94614 -0.73920
N 1.63438 0.41741 -0.59874
N -1.06626 -0.18337 -1.34026
O 3.38290 0.06786 0.87278
O 1.91081 1.94360 0.99450
O -1.17693 0.78845 0.55338
H -1.20695 -2.16237 -0.59180
H -2.77904 -1.18256 -0.51156
H -2.03457 -0.86050 1.62310
H -0.31410 -0.99306 1.22186
H 1.09395 1.12880 -1.10050
H 1.37569 -0.40781 -1.11201
H -1.32920 0.01274 -2.37413
H 1.92066 1.68693 2.13498
```

As for the orbital gap: 9.7 eV. Its HOMO energy is -9.21 eV. The LUMO energy comes out at 0.5 eV.

--- x ---
ORCA calculation (wB97M-V/def2-TZVPD) on a cluster of 2 separate species, C4H8N2O3 in total.

The geometry in XYZ format:
```
17
C4H8N2O3, DFT wB97M-V/def2-TZVPD
C 1.36310 -0.27837 -0.03593
C -0.79858 -0.87154 0.79534
C -2.51132 -0.10890 -0.81877
C -2.96989 1.04053 -0.09149
H 3.53242 0.06761 -1.45582
H 4.08028 -0.39056 0.26872
H 2.44338 1.82867 0.72447
H -1.41042 -0.63370 1.61944
H -0.26913 -1.88643 0.73107
H -2.95791 -0.47309 -1.82230
H -3.78777 1.54925 -0.45034
H -2.68142 1.25560 0.98517
N 3.68922 0.39296 -0.38807
N 2.27645 0.65139 -0.08723
O 1.53078 -1.41476 -0.26093
O 0.19617 0.22681 0.55001
O -1.72535 -0.95546 -0.26332
```

As for the orbital gap: 8.4 eV. Its HOMO energy is -8.38 eV. The LUMO energy comes out at 0.0 eV.

--- y ---
ORCA calculation (wB97M-V/def2-TZVPD) on an isolated molecule of C4H8N2O3.

The geometry in XYZ format:
```
17
C4H8N2O3, DFT wB97M-V/def2-TZVPD
C -1.45934 1.87646 0.03120
N -0.27303 1.54465 0.79183
C 0.81349 0.67707 0.15233
O 1.86089 1.23165 -0.10993
N 0.36157 -0.56951 -0.04233
C -0.71965 -1.25250 0.63790
C 1.22039 -1.49387 -0.91007
O 0.78126 -2.30594 -1.70456
O 2.53696 -1.48049 -0.63793
H -1.93575 2.74785 0.49411
H -1.19339 2.11982 -1.00282
H -2.16431 1.04507 0.03588
H 0.24521 2.39167 1.00983
H -1.54966 -1.36152 -0.06370
H -0.39630 -2.24984 0.95078
H -1.04898 -0.70453 1.52293
H 2.92063 -2.21601 -1.15546
```

As for the orbital gap: 10.0 eV. Its HOMO energy is -9.29 eV. The LUMO energy comes out at 0.7 eV.

The structure with the most favorable energy is y; the runner-up is 76.6 kcal/mol above it.

--- w ---
ORCA calculation (wB97M-V/def2-TZVPD) on an isolated molecule of C4H8N2O3.

The geometry in XYZ format:
```
17
C4H8N2O3, DFT wB97M-V/def2-TZVPD
N -2.83226 -0.27254 -0.14124
C -1.49064 -0.08468 -0.14908
O -0.93733 -0.12871 -1.21904
C -0.68605 0.26257 1.12824
C 0.74306 0.76019 0.72702
N 0.73806 1.87163 -0.15732
C 1.46330 -0.47962 0.08992
O 2.29968 -0.27434 -0.78167
O 0.99103 -1.62487 0.48613
H -3.35917 -0.22239 -1.03780
H -3.51702 -0.36864 0.64985
H -0.70939 -0.57239 1.89807
H -1.10163 1.00899 1.80896
H 1.19846 1.05992 1.66800
H 0.07070 1.64872 -0.87501
H 1.70640 2.02006 -0.55412
H 1.36589 -2.29538 -0.12795
```

As for the orbital gap: 9.8 eV. Its HOMO energy is -9.15 eV. The LUMO energy comes out at 0.7 eV.

--- x ---
ORCA calculation (wB97M-V/def2-TZVPD) on an isolated molecule of C4H8N2O3.

The geometry in XYZ format:
```
17
C4H8N2O3, DFT wB97M-V/def2-TZVPD
H -0.20830 -2.44603 -0.75009
N -0.81937 -1.62048 -0.79346
C -0.30395 -0.68395 -0.12957
C -0.64081 0.70244 0.10749
C -2.00309 1.05724 -0.82901
O -1.98279 1.61482 -1.90486
O -3.16164 0.73032 -0.21913
N 1.14216 -0.86784 0.57229
C 2.01577 0.10250 1.19442
O 1.88654 -1.72577 -0.27589
H -0.91877 0.89660 1.14235
H 0.09831 1.40444 -0.28104
H -3.86893 0.97874 -0.84971
H 1.50225 0.58107 2.03307
H 2.91099 -0.38049 1.60306
H 2.34593 0.87071 0.48065
H 2.00571 -1.21431 -1.10056
```

As for the orbital gap: 9.6 eV. Its HOMO energy is -9.01 eV. The LUMO energy comes out at 0.6 eV.

The structure with the most favorable energy is w; the runner-up is 70.1 kcal/mol above it.

--- w ---
ORCA calculation (wB97M-V/def2-TZVPD) on an isolated molecule of C2H6N2O.

The geometry in XYZ format:
```
11
C2H6N2O, DFT wB97M-V/def2-TZVPD
N 1.72477 -0.51030 -0.02036
C 0.37901 -0.98714 0.30217
C -0.52609 0.25132 0.14402
N -0.91470 0.44620 -1.16843
O -0.99527 0.88474 1.05687
H 2.25689 -1.16109 -0.57048
H 1.76665 0.45481 -0.29014
H 0.34079 -1.20616 1.37054
H -0.05301 -1.81659 -0.24783
H -1.02258 -0.28432 -1.84540
H -1.28663 1.36387 -1.34316
```

As for the orbital gap: 10.0 eV. Its HOMO energy is -9.22 eV. The LUMO energy comes out at 0.8 eV.

--- x ---
ORCA calculation (wB97M-V/def2-TZVPD) on an isolated molecule of C2H6N2O.

The geometry in XYZ format:
```
11
C2H6N2O, DFT wB97M-V/def2-TZVPD
C 0.71287 1.15385 -1.05301
N 0.61919 0.24471 0.44548
C -0.46731 -0.50910 0.19776
N -1.03568 -1.29291 1.18397
O -0.95373 -0.45639 -0.92318
H 0.50689 0.73990 -2.07873
H 0.05998 2.01423 -0.90485
H 1.75494 1.37114 -0.96432
H 0.87588 0.39894 1.44776
H -0.41451 -1.68666 1.86734
H -1.65854 -1.97772 0.78176
```

As for the orbital gap: 10.4 eV. Its HOMO energy is -9.49 eV. The LUMO energy comes out at 0.9 eV.

The structure with the most favorable energy is w; the runner-up is 21.9 kcal/mol above it.

--- w ---
ORCA calculation (wB97M-V/def2-TZVPD) on a cluster of 2 separate species, C9H12BrN2 in total.

The geometry in XYZ format:
```
24
C9H12BrN2, DFT wB97M-V/def2-TZVPD
Br 0.57402 1.00445 0.61169
C 2.45617 0.63467 0.91212
C 3.04438 1.34043 2.12642
C 2.47877 0.48915 3.26975
C 2.55246 -0.85525 2.65167
N 2.56846 -0.77088 1.36924
H 2.93166 0.81805 -0.04144
H 4.12199 1.17800 2.05896
H 2.83282 2.40244 2.14895
H 2.99942 0.53654 4.22174
H 1.43350 0.75438 3.45640
H 2.63589 -1.82116 3.13104
H 2.64010 -1.57787 0.76261
N -4.60642 -0.33019 -2.22022
C -3.77827 0.10018 -1.27499
C -2.39761 0.07999 -1.40455
C -1.84705 -0.41126 -2.57673
C -2.69964 -0.86199 -3.57003
C -4.06749 -0.79925 -3.34186
H -4.24509 0.47833 -0.37193
H -1.76839 0.44245 -0.60206
H -0.77334 -0.43862 -2.71773
H -2.31871 -1.25225 -4.50335
H -4.76761 -1.14036 -4.09571
```

The net charge is +1. As for the orbital gap: 6.5 eV. Its HOMO energy is -11.73 eV. The LUMO energy comes out at -5.2 eV.

--- x ---
ORCA calculation (wB97M-V/def2-TZVPD) on a structure of composition C9H12BrN2.

The geometry in XYZ format:
```
24
C9H12BrN2, DFT wB97M-V/def2-TZVPD
C 3.57753 0.53779 -0.30163
C 2.78202 1.32502 0.51965
C 2.96186 -0.14269 -1.39911
C 1.63259 -0.13250 -1.65682
C 1.41964 1.28453 0.21631
C -0.42377 1.02557 -0.37879
C -1.73043 1.16786 -1.01484
C -1.82872 -1.53078 1.80370
C -0.51600 -1.56892 1.21449
N 0.88227 0.52001 -0.80005
N 0.16372 1.90414 0.51107
Br 0.85594 -0.95453 2.28650
H 4.56438 0.45006 -0.06470
H 3.15721 2.01221 1.25958
H 3.45689 -0.60717 -2.24848
H 1.24294 -0.55908 -2.51896
H -2.41877 0.88960 -0.14245
H -1.88066 0.52290 -1.94107
H -1.94444 2.16617 -1.37464
H -1.91688 -1.00760 2.69385
H -2.37089 -2.55568 1.93456
H -2.35851 -0.91397 1.00005
H -0.16106 -2.28405 0.48567
H -0.27841 2.23889 1.28687
```

The net charge is +1. As for the orbital gap (alpha / beta): 8.2 / 6.4 eV. Its HOMO energy (alpha / beta) is -11.73 / -11.24 eV. The LUMO energy (alpha / beta) comes out at -3.5 / -4.9 eV.

The structure with the most favorable energy is w; the runner-up is 89.3 kcal/mol above it.

--- w ---
ORCA calculation (wB97M-V/def2-TZVPD) on a cluster of 4 separate species, C3H12NO3 in total.

The geometry in XYZ format:
```
19
C3H12NO3, DFT wB97M-V/def2-TZVPD
C 0.86237 -1.77506 0.03591
C 0.76633 -2.49839 -1.05213
C 0.33705 0.36490 0.93476
N -0.07297 -0.57179 0.18661
H 1.47517 -1.95016 0.92322
H -0.04728 -2.52155 -1.84617
H 1.54481 -3.21561 -1.12335
H -0.21600 1.29997 0.92146
H 1.18524 0.51430 1.56174
H -0.88546 -0.48981 -0.38744
H 1.91134 2.13616 -0.08391
H 1.46354 1.77848 -1.56753
O 1.16189 1.69499 -0.61318
H -1.22379 0.87735 3.39715
H -2.12786 0.09332 2.50361
O -1.14934 0.30653 2.64216
H -1.90735 0.81408 -2.67436
H -1.59093 2.04019 -1.87877
O -1.48674 1.10210 -1.87979
```

The net charge is +1. As for the orbital gap: 10.9 eV. Its HOMO energy is -13.91 eV. The LUMO energy comes out at -3.0 eV.

--- x ---
ORCA calculation (wB97M-V/def2-TZVPD) on a cluster of 3 separate species, C3H12NO3 in total.

The geometry in XYZ format:
```
19
C3H12NO3, DFT wB97M-V/def2-TZVPD
O 1.94241 -1.79515 -0.58963
C 1.20537 -1.73832 0.36034
C 0.12038 -0.65347 0.39840
C -0.14049 -0.14295 1.83724
N 0.45392 0.37782 -0.63158
H 1.22703 -2.38274 1.24698
H -0.84109 -1.09085 0.11140
H 0.78097 0.14301 2.33250
H -0.44520 -1.05930 2.37176
H -1.02968 0.46245 1.85573
H -0.22416 0.16587 -1.41687
H 1.41401 0.30182 -0.96209
H 0.23862 1.30530 -0.26146
H -0.39359 3.43759 0.57220
H -1.67347 2.71046 1.14220
O -0.77087 2.58526 0.83720
H -0.17985 -0.30662 -3.50493
H -0.96681 -1.61076 -2.90931
O -0.71749 -0.70944 -2.79008
```

The net charge is +1. As for the orbital gap: 11.2 eV. Its HOMO energy is -14.46 eV. The LUMO energy comes out at -3.2 eV.

--- y ---
ORCA calculation (wB97M-V/def2-TZVPD) on a cluster of 2 separate species, C3H12NO3 in total.

The geometry in XYZ format:
```
19
C3H12NO3, DFT wB97M-V/def2-TZVPD
C -0.32727 -1.86535 0.53884
O 0.05823 -1.52576 1.89674
C 0.41568 -0.79888 -0.40062
C -0.57762 -0.38402 -1.48237
O 0.15634 0.52814 -2.31031
N 0.80583 0.39264 0.44348
H -1.40916 -1.75222 0.43074
H 0.04811 -2.88209 0.44137
H -0.66306 -1.23113 2.45026
H 1.35908 -1.17585 -0.81016
H -1.01118 -1.23704 -1.98942
H -1.36834 0.26590 -1.07092
H -0.22746 0.54061 -3.20264
H 1.27663 1.15572 -0.03404
H -0.02892 0.80293 0.87654
H 1.23705 -0.07651 1.25045
H 0.08190 3.40518 1.66710
H -0.77316 3.06674 0.23512
O -0.37054 2.78746 1.07164
```

The net charge is +1. As for the orbital gap: 11.7 eV. Its HOMO energy is -14.77 eV. The LUMO energy comes out at -3.1 eV.

The structure with the most favorable energy is x; the runner-up is 12.1 kcal/mol above it.

--- w ---
ORCA calculation (wB97M-V/def2-TZVPD) on an isolated molecule of C4H9NO3.

The geometry in XYZ format:
```
17
C4H9NO3, DFT wB97M-V/def2-TZVPD
C -2.70463 0.68120 0.33414
N -1.47786 0.37896 -0.05845
O -1.12556 -0.92135 0.31789
C -0.00092 -1.47181 -0.34094
C 1.37349 -0.66088 -0.03293
O 1.11455 -0.65082 1.48114
C 1.42846 0.72390 -0.50073
O 1.05980 1.84497 0.43210
H -3.28580 1.61686 -0.08317
H -3.23922 -0.13427 0.86131
H 0.03974 -2.48011 0.16475
H -0.17392 -1.70885 -1.43150
H 2.17488 -1.39174 -0.39221
H 1.21020 0.51006 1.27047
H 1.01167 0.70762 -1.49675
H 2.56684 0.92694 -0.68069
H 0.02828 2.02931 0.15558
```

As for the orbital gap: 10.2 eV. Its HOMO energy is -9.38 eV. The LUMO energy comes out at 0.8 eV.

--- x ---
ORCA calculation (wB97M-V/def2-TZVPD) on a structure of composition C4H9NO3.

The geometry in XYZ format:
```
17
C4H9NO3, DFT wB97M-V/def2-TZVPD
C -1.71496 -0.18837 0.38061
C -0.14796 0.15735 0.07216
C -0.13215 0.12390 -1.54367
C 0.62641 -0.96129 0.65737
H -2.46080 0.53928 -0.25234
H -1.81220 -1.30683 0.17066
H -1.77069 0.29191 1.46617
H 0.20517 2.33480 -0.04510
H 1.40716 1.40462 1.11564
H 0.84332 0.04083 -2.08502
H -0.59810 -0.84812 -1.82949
H -1.89643 1.53345 -1.41818
H 2.37074 -0.96081 1.39858
N 0.28649 1.43065 0.65572
O -0.79849 1.38783 -1.93569
O 1.89479 -0.44639 0.61769
O 0.14350 -1.92061 1.25428
```

As for the orbital gap: 9.5 eV. Its HOMO energy is -9.10 eV. The LUMO energy comes out at 0.4 eV.

The structure with the most favorable energy is x; the runner-up is 44.5 kcal/mol above it.